149
Properties=species:S:1:pos:R:3:forces:R:3 method="wB97M-V/def2-TZVPD" charge=+1 homo_ha="-0.3668 / -0.3007" relative_energy_kcal_mol=15.11 lumo_energy_ev="-2.22 / -2.61"
I -0.148633 3.636892 0.224251 -0.140 0.133 -0.189
Ca 0.364438 -1.241886 -0.265456 -1.759 1.099 -1.124
P -2.383000 -1.219124 -1.474226 -1.066 -0.215 -0.510
P -3.913399 0.722958 0.336930 -0.161 -0.176 -0.103
P 1.989652 1.953952 -1.697834 0.533 0.075 -0.221
O -1.592823 -1.556403 3.884179 -0.143 0.082 -0.025
O 4.791822 -3.987306 4.851806 0.033 -0.032 -0.038
O 3.386315 -2.867192 0.313983 0.084 0.273 0.053
O 3.334330 -3.913863 6.434282 -0.032 0.016 0.058
O -0.636690 -1.311261 5.789148 0.044 0.109 0.002
O 2.297206 -0.891166 0.253179 1.961 0.367 0.633
O 0.074199 -1.238607 1.820120 0.003 -0.146 1.347
N 2.636733 -2.015762 0.874027 -0.038 -0.279 0.198
N 3.700227 -3.696284 5.296372 0.005 0.032 -0.031
N -3.382512 0.186547 -1.256188 0.364 0.250 0.077
N 1.288209 -6.186343 0.509429 -0.039 -0.002 0.021
N -2.463624 2.589714 4.116976 0.128 0.013 -0.019
N 0.431097 -3.579751 0.059495 -0.026 -0.855 -0.207
N -0.603179 -1.589992 4.601393 -0.079 0.058 -0.017
N 2.603502 -2.926230 -3.755450 0.003 -0.057 -0.028
N 2.546612 -3.913746 -2.845198 0.060 -0.066 0.078
N 1.251287 -2.176138 -2.246107 0.286 -0.532 -0.469
C -2.805249 1.938871 5.414299 0.020 -0.140 0.100
C -6.498254 -2.030962 1.995794 0.025 0.010 0.019
C 2.944310 5.888000 2.134934 -0.059 -0.002 0.036
C -3.812053 -4.974752 -0.769019 0.025 0.027 -0.013
C 0.869325 1.875550 2.534424 0.281 -0.071 0.483
C -3.767531 -1.672301 1.685658 -0.071 0.137 0.070
C 1.759125 4.382323 0.674422 -0.050 0.060 -0.142
C 1.718876 -5.490407 -0.524887 0.050 0.010 -0.045
C -1.441652 1.845062 3.290687 0.186 -0.295 -0.014
C 3.919928 3.833532 -2.357855 0.016 0.028 -0.014
C -5.419127 1.640537 -0.160752 0.096 0.097 0.102
C 4.808542 -0.108126 -3.954737 -0.018 -0.031 -0.003
C 2.810759 1.919912 3.878694 -0.096 0.109 0.032
C 1.111148 2.213322 -3.289265 -0.173 -0.055 0.142
C -7.766086 3.048642 -0.707674 -0.013 -0.003 0.001
C -1.611686 -2.337091 -3.895739 0.016 0.044 0.013
C 2.001224 2.099528 4.994051 -0.063 -0.004 -0.027
C -5.176929 -4.850754 -0.972969 0.022 -0.015 0.014
C -2.109037 4.026546 4.273266 -0.037 0.163 -0.026
C 3.851385 5.338932 -0.037524 -0.067 -0.034 0.011
C 1.263628 3.287855 -4.159765 -0.057 0.076 0.022
C 0.659951 -1.986377 4.017457 0.163 0.103 -0.044
C -0.416265 1.190125 -4.877008 0.061 -0.107 -0.022
C 0.022752 2.010970 3.610570 -0.278 -0.004 -0.130
C 2.814895 4.388249 -0.287209 -0.029 0.057 0.047
C 1.837216 5.065827 1.854215 0.044 -0.023 0.005
C -5.611345 -2.950259 2.539874 -0.022 0.018 -0.052
C -6.023807 -0.934125 1.291205 0.058 -0.054 -0.046
C 3.891978 6.066989 1.176466 0.055 -0.001 -0.009
C 0.918295 -1.758567 2.635592 -0.045 0.063 0.126
C -6.016301 1.552029 -1.412412 -0.074 -0.022 0.011
C -3.540959 -1.099244 -5.447890 0.000 -0.011 0.004
C 1.570633 -2.567867 4.889506 -0.122 -0.114 0.165
C -5.721167 -3.610691 -1.288671 0.020 0.036 -0.013
C 4.842677 5.577825 -1.017271 0.033 -0.001 -0.007
C -4.651710 -0.753657 1.115400 0.055 0.091 0.241
C 1.734721 -3.426497 -1.940708 -0.084 0.011 -0.181
C -4.244133 -2.769669 2.383428 -0.015 -0.013 -0.019
C -5.998076 2.462641 0.804456 0.002 -0.005 -0.021
C 2.760550 -3.028412 4.394302 -0.058 -0.038 -0.050
C 0.617887 2.145210 4.866222 0.128 -0.095 0.058
C -7.184298 2.253385 -1.684018 0.026 -0.022 0.003
C -2.673855 -2.015866 -6.027553 0.027 0.006 -0.005
C -0.019061 -4.297283 1.097548 -0.023 0.152 0.001
C -2.467338 -1.407979 -3.310808 0.072 0.108 0.043
C -0.211443 2.243742 -5.757726 0.003 0.033 0.020
C 1.831993 -1.902812 -3.396398 -0.090 -0.008 0.037
C 0.414906 -5.585279 1.322760 0.067 -0.067 -0.037
C 5.712825 -0.492750 -2.977524 -0.022 0.001 0.014
C 3.443718 0.982807 -2.287918 -0.093 -0.065 0.023
C 2.229068 -2.204366 2.215876 0.003 0.276 -0.122
C 4.367367 0.599965 -1.314574 -0.012 -0.018 -0.015
C 0.604412 3.302105 -5.382953 -0.001 -0.005 -0.007
C -3.443759 -0.802267 -4.096303 -0.002 0.010 -0.045
C -2.993234 -3.857897 -0.877980 0.017 0.051 0.022
C 0.233163 1.188994 -3.651244 0.053 0.067 -0.006
C 3.678748 0.628104 -3.612041 0.078 0.113 -0.046
C 3.091664 -2.870297 3.054213 0.143 0.062 0.046
C 2.927598 3.554066 -1.448863 -0.206 0.023 0.015
C -1.711225 -2.639604 -5.247076 -0.026 -0.001 0.019
C 5.494607 -0.126723 -1.653563 0.023 0.020 -0.057
C 4.844944 4.877610 -2.182750 0.003 0.002 -0.016
C 1.299595 -4.178402 -0.754828 -0.066 -0.130 -0.033
C 2.234328 1.838806 2.614210 0.128 -0.170 -0.227
C -4.904913 -2.498041 -1.402148 0.037 -0.044 -0.031
C -7.169392 3.156000 0.541371 0.010 -0.028 0.011
C -2.681699 1.361897 -1.841367 -0.054 -0.036 0.010
C -3.535018 -2.615714 -1.182896 0.053 0.004 -0.003
H -1.597172 2.177393 2.266847 -0.087 -0.039 -0.019
H 1.686810 -1.016127 -3.989551 0.061 -0.025 0.024
H -0.876204 -2.846216 -3.286494 0.018 -0.005 -0.008
H 4.196796 0.877102 -0.281146 -0.006 -0.081 -0.001
H -3.049497 0.896611 5.231943 -0.005 -0.080 -0.072
H 1.320539 -2.689588 5.932268 0.007 -0.006 0.000
H -1.189326 4.102059 4.844351 -0.004 -0.042 0.015
H 6.206988 -0.410395 -0.890300 -0.041 -0.030 0.020
H 0.053077 -6.156461 2.168095 -0.010 0.012 0.007
H 2.849911 1.749478 1.726492 -0.014 -0.094 -0.004
H -5.818478 -5.718364 -0.890083 -0.001 0.007 0.009
H 0.732888 4.148185 -6.045802 0.015 -0.020 -0.018
H 4.034423 -3.233574 2.672299 -0.014 0.006 -0.024
H 6.588911 -1.069119 -3.245293 0.007 0.013 0.012
H -6.729210 -0.229299 0.871461 0.002 0.009 -0.016
H 3.197301 -3.018463 -4.562988 -0.004 0.027 0.013
H 5.598781 6.327240 -0.817650 -0.026 0.017 0.003
H -4.303566 -0.621769 -6.049705 -0.002 0.004 0.009
H -5.570175 0.925071 -2.173154 0.009 -0.024 -0.002
H -1.047375 -3.374112 -5.685091 0.004 0.004 0.001
H -7.617252 3.777199 1.306060 0.003 0.001 -0.004
H 5.574732 5.081130 -2.954855 0.046 -0.038 0.035
H -2.424230 1.176699 -2.880532 -0.009 0.014 -0.025
H -1.957238 4.460163 3.286582 0.008 -0.045 -0.020
H -3.380262 -5.936334 -0.522485 -0.007 -0.007 -0.018
H -4.141834 -0.105355 -3.651405 0.007 0.020 0.026
H -3.654363 2.455238 5.856515 0.015 0.032 -0.039
H -8.682406 3.583885 -0.918936 0.015 0.013 -0.003
H -2.757898 -2.251393 -7.080390 0.008 0.002 0.004
H -7.565124 -2.166597 2.119308 0.004 -0.001 0.010
H -0.694246 2.244466 -6.726316 -0.041 0.029 0.023
H -3.548990 -3.472713 2.822860 0.022 0.005 0.000
H 0.025579 2.258640 5.764494 -0.016 -0.036 0.018
H -6.786682 -3.510099 -1.451550 -0.001 -0.016 0.011
H 2.443372 2.193029 5.976781 0.012 -0.026 -0.005
H -5.985407 -3.801417 3.093955 0.001 -0.004 -0.006
H -1.760677 1.615958 -1.300791 0.016 -0.044 -0.011
H 4.697833 6.775598 1.322102 0.032 -0.045 0.018
H 2.414610 -5.964096 -1.205498 0.018 0.012 0.016
H 1.028797 4.995157 2.570135 -0.018 0.050 -0.021
H 1.887180 4.129078 -3.885646 0.019 -0.051 -0.013
H 2.995146 6.415616 3.077645 -0.005 0.015 -0.008
H -2.912528 4.544332 4.791436 -0.038 -0.050 -0.008
H -1.956069 1.983538 6.086370 0.033 0.058 -0.032
H 4.986211 -0.371655 -4.990992 0.007 0.033 -0.008
H -5.330362 -1.532584 -1.648695 -0.002 -0.033 -0.008
H 3.002570 0.959167 -4.393730 -0.014 -0.043 0.014
H -1.078686 0.372817 -5.140455 0.017 0.003 0.003
H -3.340483 2.231039 -1.810926 -0.010 -0.004 -0.001
H -3.307162 2.541622 3.542683 0.009 0.027 0.023
H -2.695266 -1.524528 1.594897 0.049 0.016 0.090
H 3.885914 1.858725 3.986499 0.003 0.033 0.003
H 0.054219 0.372965 -2.954283 -0.014 -0.030 -0.041
H -1.698192 0.786223 3.340596 -0.197 -0.062 -0.001
H -1.925379 -3.955516 -0.727939 -0.015 -0.026 0.032
H 4.034266 3.203978 -3.231095 -0.017 0.012 0.024
H -7.644650 2.171212 -2.660121 0.003 0.006 0.000
H -5.537758 2.541408 1.785546 -0.004 0.021 -0.007
H -0.750920 -3.817781 1.737344 0.061 0.020 0.054